# 1
Molecular formula: C30H28BInN7O3
Method: DFT, the ωB97M-V functional and the def2-TZVPD basis

```
70
Properties=species:S:1:pos:R:3:forces:R:3
In 0.38274 -0.48868 -0.06058 -1.4497 -0.1038 -0.6078
C -1.10432 4.68634 -0.77149 -0.1702 -1.5781 1.1945
C -0.43846 3.42017 -1.34007 -1.1576 -1.3073 -0.0749
C 0.23963 3.12476 -2.54351 0.0764 -0.0783 1.4432
C 0.60491 1.75806 -2.51262 -1.6756 1.4427 1.0691
N 0.07146 1.23614 -1.38226 0.3757 -0.3327 0.0600
N -0.57809 2.21700 -0.67382 0.5960 1.0582 -0.7687
B -1.30255 1.92713 0.70897 -0.8864 1.9570 -0.8651
N -0.25139 1.70587 1.78031 0.4457 0.1012 0.1408
N 0.63510 0.69992 1.60093 0.0975 0.0895 0.5966
C 1.53432 0.75857 2.58010 1.0574 -0.6832 -0.4410
C 1.29638 1.87160 3.35884 0.1935 -0.2542 1.0043
C 0.14546 2.43145 2.84022 -0.7551 -0.0411 0.0732
C -0.68916 3.49109 3.46010 -1.0451 -1.0473 -1.0167
C 2.59715 -0.26606 2.62843 0.1744 -0.3820 0.9664
C 3.17849 -0.68986 1.40749 -0.0593 0.6247 1.6698
C 4.19571 -1.62030 1.43973 -0.6911 -0.3026 0.8882
C 4.54480 -2.16987 2.69591 1.4319 -1.3867 -2.2561
C 3.92616 -1.86654 3.85301 -0.8856 1.0075 2.1453
C 2.96369 -0.85269 3.87511 -0.7881 0.1967 -1.3813
N -2.28984 0.81391 0.52276 0.4266 -1.2370 -0.2930
N -1.81086 -0.44698 0.20896 0.1909 0.9495 0.2498
C -2.85829 -1.24901 0.21293 0.5778 -1.4197 0.1667
C -4.00456 -0.56003 0.54089 -0.1877 0.0277 -0.3462
C -3.62704 0.74846 0.67260 0.2467 0.0610 0.4014
C -4.48473 1.92192 0.86368 -1.3988 0.3558 -1.8214
C -2.72326 -2.68702 -0.03740 0.3121 -0.5121 -1.3299
C -3.33443 -3.61094 0.76844 -0.3838 0.0686 0.3658
C -3.38340 -4.95457 0.47302 -0.6431 0.0921 0.7107
C -2.80090 -5.41944 -0.64738 1.2352 -1.4489 -2.3319
C -2.11273 -4.55325 -1.51046 -0.1119 0.9230 1.2896
C -2.10161 -3.19310 -1.19016 -0.0161 -0.1102 -0.7333
C 1.41522 1.05340 -3.48571 0.4125 -2.3681 0.8423
C 2.42858 1.72024 -4.09517 0.8523 2.1160 -0.3471
C 3.34530 1.14176 -4.92295 0.2134 -2.4806 -0.3940
C 3.39982 -0.26185 -5.04005 -0.4749 0.9306 0.5413
C 2.44947 -0.98392 -4.33977 -0.7197 0.2345 -0.0076
C 1.43346 -0.35834 -3.62262 -0.6592 0.9445 -0.0376
H -1.05413 5.51268 -1.41185 0.7562 1.1614 -0.9764
H -0.66400 4.89244 0.21804 0.1413 0.2371 -0.5174
H -2.19099 4.65165 -0.54010 0.5576 -0.8395 -0.3787
H 0.55363 3.82999 -3.27524 -0.0563 0.3307 -0.4255
H -1.98388 2.88503 0.96987 0.4582 -0.0243 0.0566
H 1.83086 2.12338 4.28123 -0.3163 0.0990 -0.6391
H -0.02710 4.06524 4.04061 0.3974 1.1403 0.8141
H -1.42094 2.96909 4.09829 0.2187 0.3901 -0.0124
H -1.26181 4.05846 2.71135 0.4013 0.0410 0.3986
H 2.87325 -0.14054 0.53174 0.3159 -0.0688 -0.5117
H 4.59187 -1.99175 0.51407 0.5082 -0.0488 -0.1020
H 5.32027 -2.94837 2.71312 -0.3341 0.3856 -0.0827
H 4.17387 -2.36264 4.80998 -0.0116 0.2376 -0.8099
H 2.39649 -0.61263 4.78817 0.4732 0.0226 -0.5250
H -4.98554 -0.96270 0.56139 -0.5758 -0.1481 0.0728
H -5.57706 1.70724 0.87807 0.9291 -0.2166 0.6728
H -4.43538 2.53825 -0.03472 0.2478 -0.0165 -0.3976
H -4.15490 2.60830 1.58456 0.1759 0.5661 1.5596
H -3.86592 -3.27294 1.61162 -0.4836 0.4305 1.0849
H -3.94170 -5.64526 1.08112 -0.0652 0.0472 0.3324
H -2.89009 -6.48471 -0.91831 0.1495 0.5998 0.2300
H -1.53761 -4.83942 -2.37258 -0.2776 -0.4720 -0.2678
H -1.73418 -2.54807 -1.98770 0.2145 0.2882 0.4160
H 2.60160 2.77316 -3.89526 -0.4056 0.0854 -0.0801
H 4.02002 1.72532 -5.47276 0.9485 0.8423 -0.4465
H 4.12855 -0.82504 -5.60892 0.1009 0.4159 -0.1374
H 2.46594 -2.04341 -4.44065 -0.1547 -0.7024 0.1270
H 0.56581 -0.88120 -3.22201 0.4399 -0.3430 -0.0082
O 0.58224 -2.61002 0.83465 -0.6304 1.4374 0.1141
N 1.34313 -2.86298 -0.12207 -0.2005 -0.2749 0.3118
O 1.93023 -3.86851 -0.18009 1.2200 -1.3735 -0.8737
O 1.45524 -1.93539 -1.06204 0.1003 -0.3362 0.2356
```
Forces are in eV/Å.

The value obtained for the highest occupied orbital energy is -11.354 eV. The multiplicity is 1. Its total charge is +1.

natural (NBO) atomic charge list, values in e, 2 entries: 1.90 -0.65



# 2
Molecular formula: C30H28Cl3IrN2O2S2
Method: DFT, the ωB97M-V functional and the def2-TZVPD basis

```
68
Properties=species:S:1:pos:R:3:forces:R:3
Ir -1.60797 -0.97582 0.44494 0.1731 -0.4278 -0.0653
C -2.55309 -2.63216 -0.80063 -0.0554 -0.0223 -0.1138
C -1.32169 -3.09719 -0.24283 -0.0544 -0.0311 0.0393
C -1.41052 -2.99467 1.18707 -0.0579 -0.0298 0.0413
C -2.74802 -2.54587 1.50715 -0.0255 -0.0970 0.0470
C -3.45511 -2.35447 0.27634 -0.0741 0.2023 0.1291
C -4.91409 -2.08746 0.12408 0.0187 0.0488 -0.0674
C -3.31481 -2.43460 2.88320 0.0231 0.0017 0.0265
C -0.36755 -3.44244 2.15602 0.0059 -0.0125 -0.0166
C -0.18698 -3.70681 -0.98948 0.0267 0.0352 0.0058
C -2.89662 -2.57723 -2.25212 0.0214 0.0411 -0.0027
H -5.43948 -3.04606 0.10377 -0.0057 0.0120 -0.0276
H -5.13413 -1.56728 -0.80719 0.0125 0.0102 0.0086
H -5.31401 -1.50064 0.94367 -0.0050 0.0154 0.0563
H -3.49114 -3.43298 3.28878 -0.0139 -0.0029 -0.0085
H -4.25933 -1.89492 2.88226 0.0166 0.0188 -0.0050
H -2.62751 -1.92419 3.55830 0.0046 -0.0166 0.0035
H -0.42578 -4.52433 2.29342 0.0004 0.0026 0.0051
H -0.49841 -2.96419 3.12443 0.0006 0.0017 0.0048
H 0.62872 -3.19432 1.79142 -0.0006 -0.0056 -0.0012
H -0.19390 -4.78152 -0.79160 -0.0134 -0.0047 -0.0227
H 0.76966 -3.30516 -0.66454 0.0064 -0.0150 0.0169
H -0.27931 -3.55510 -2.06190 0.0138 0.0282 0.0040
H -3.37297 -3.51057 -2.56077 0.0000 -0.0012 0.0013
H -2.00888 -2.42970 -2.86355 -0.0006 0.0040 0.0006
H -3.58848 -1.76279 -2.46190 -0.0056 0.0069 0.0015
Cl -6.61162 3.41133 -2.75507 -0.0105 -0.0018 -0.0025
C -5.22782 2.64805 -2.05544 0.0137 -0.0002 -0.0094
C -5.30557 2.13536 -0.77259 -0.0046 -0.0150 -0.0262
C -4.19117 1.52397 -0.22505 0.0136 0.0454 0.1650
Cl -4.26151 1.00856 1.43567 0.0127 0.0019 -0.0692
C -2.98989 1.39429 -0.92686 0.0318 -0.2230 -0.1178
O -1.88293 0.83885 -0.42577 0.0104 0.3670 0.2418
C -2.95367 1.95686 -2.20773 0.0849 -0.0797 -0.1045
Cl -1.46244 1.86680 -3.09175 -0.0685 -0.0054 0.0244
C -4.04842 2.57513 -2.77914 -0.0277 -0.0118 -0.0092
H -6.21404 2.22547 -0.19497 -0.0020 0.0084 -0.0010
H -3.98276 2.98911 -3.77476 -0.0006 0.0118 0.0027
S -0.85219 0.04048 2.42896 0.2280 -0.0304 -0.0784
C 0.47904 1.07465 1.94575 -0.0893 -0.0099 0.2234
N 0.31832 1.85832 0.86096 -0.0685 -0.0779 -0.1959
C 1.28714 2.67099 0.42109 0.0169 -0.0004 -0.0090
C 2.45531 2.75352 1.12901 0.0045 -0.0078 0.0686
C 2.55344 1.94240 2.25715 0.0485 0.0631 0.0051
N 1.59036 1.11856 2.66026 -0.1184 0.0200 0.0634
H -0.52333 1.67025 0.28318 -0.1060 0.1855 -0.0079
H 1.08235 3.21040 -0.49324 0.0042 0.0174 0.0107
H 3.27767 3.37724 0.82201 0.0685 0.0327 -0.0490
H 3.46338 1.94935 2.84878 -0.0574 -0.0145 -0.0200
C 7.90675 3.85624 0.33427 0.0149 0.0029 -0.0300
C 6.71186 2.95094 0.22557 -0.0465 0.0054 0.1152
O 5.72571 3.05388 0.90896 -0.0704 0.0112 -0.0335
S 6.90011 1.70856 -1.04347 -0.0078 -0.0651 -0.1030
C 5.30997 0.92975 -0.94828 -0.0250 0.0651 0.0152
C 5.05080 0.01350 0.06464 -0.0379 -0.0285 -0.0016
C 3.78818 -0.53746 0.19192 0.0425 -0.0103 -0.0055
C 2.77187 -0.18524 -0.69940 0.0086 -0.0167 0.0919
C 3.05344 0.69240 -1.74783 -0.0074 -0.0182 -0.0063
C 4.31603 1.25169 -1.86621 0.0452 -0.0092 0.0008
C 1.42747 -0.61914 -0.44918 0.0171 -0.0560 -0.0769
C 0.27818 -0.81228 -0.12925 0.0574 0.0512 -0.1612
H 7.98998 4.21821 1.35630 -0.0041 -0.0056 0.0023
H 7.74787 4.70960 -0.32756 0.0028 0.0036 0.0048
H 8.82388 3.35508 0.02980 0.0008 0.0017 -0.0035
H 5.83613 -0.25391 0.75913 -0.0057 0.0150 0.0137
H 3.57175 -1.22458 1.00003 0.0005 0.0083 -0.0046
H 2.27008 0.94870 -2.45088 0.0235 -0.0032 0.0056
H 4.53173 1.94660 -2.66735 -0.0046 0.0105 0.0105
```
Forces are in eV/Å.

The value obtained for the highest occupied orbital energy (alpha / beta) is -10.871 / -10.892 eV. The multiplicity is 2. Its total charge is +1. As for the relative energy (zero: lowest compared OMol25 entry of this formula, charge and spin): 1.1 kJ/mol.

Löwdin atomic charge list, values in e, 2 entries: 1.30 -0.27



# 3
Molecular formula: C30H28F9GeN3O4PRuS2
Method: DFT, the ωB97M-V functional and the def2-TZVPD basis

```
79
Properties=species:S:1:pos:R:3:forces:R:3
Ru 0.04922 -0.42356 -0.91231 -0.1996 1.0305 -1.4483
C -1.83278 -5.84346 -2.57421 -0.1158 0.2981 0.2002
C -2.73978 -4.77866 -1.97801 -0.0722 -0.1445 -0.2656
O -2.11308 -4.19306 -0.84481 0.1770 -0.1749 0.0635
P -1.75108 -2.62246 -0.83181 -0.8954 -0.9905 0.0401
S -0.94168 -2.33326 0.96369 -0.0263 0.4425 -1.1385
S -0.85238 -2.15776 -2.58801 -0.0829 0.1266 1.2312
O -3.28828 -2.09286 -0.89271 0.4411 -0.3331 0.0856
C -3.59948 -0.70976 -0.82591 -0.1733 0.4275 -0.1509
C -5.11288 -0.57926 -0.83631 0.3582 -0.1006 0.0742
H -2.32338 -6.33186 -3.41391 -0.0551 -0.0740 -0.0947
H -1.58598 -6.58496 -1.81831 0.0515 -0.1087 0.0403
H -0.91638 -5.37256 -2.92041 0.1141 -0.0175 -0.0447
H -3.68358 -5.21726 -1.62941 0.0812 0.1367 -0.1107
H -2.95048 -4.00896 -2.72881 -0.1113 -0.1167 0.0896
H -3.13898 -0.17956 -1.67051 -0.0302 -0.0496 0.2084
H -3.19088 -0.29276 0.10449 -0.0740 -0.0902 -0.1426
H -5.53318 -1.07116 -1.71251 -0.0198 0.0140 -0.0771
H -5.38048 0.47394 -0.85091 -0.0980 0.1235 0.0010
H -5.52738 -1.04416 0.05659 -0.1033 -0.0162 0.0577
C -2.73498 2.63974 0.41359 0.4089 -0.7019 -0.0111
Ge -1.20068 1.33394 0.75369 -0.3982 1.5803 0.8705
C 0.23732 2.73154 1.02679 -0.3093 -0.6951 -0.1993
C 1.35162 2.72094 0.19829 -0.0488 -0.2423 -0.2806
C 2.36052 3.65824 0.34279 0.1520 0.0489 -0.1386
C 2.26132 4.62784 1.32569 0.1408 0.0845 -0.0244
C 1.15862 4.64874 2.16319 -0.0237 0.1726 0.1111
C 0.15752 3.70534 2.01389 -0.2108 -0.1158 0.0591
C -1.64058 0.70644 2.66009 -0.1825 -0.1342 -0.8057
C -2.95688 0.62044 3.05759 0.3333 0.4375 -0.4620
C -3.33758 -0.02736 4.23719 -0.0405 -0.3007 0.5308
C -2.40068 -0.63946 5.02449 -0.3498 0.0855 -0.0522
C -1.03978 -0.60316 4.66209 0.0692 0.1033 -0.2028
C -0.05318 -1.24796 5.43539 0.2162 -0.1167 0.1574
C 1.26012 -1.23216 5.05529 -0.2203 -0.1242 0.2711
C 1.63902 -0.56796 3.88199 0.0840 0.1380 -0.2952
C 0.70112 0.06024 3.10999 0.3382 -0.0115 -0.0616
C -0.65948 0.07264 3.47029 -0.1650 -0.0997 0.3302
H -2.90448 3.23804 1.30349 -0.0026 0.0795 0.2636
H -3.66728 2.16234 0.12779 -0.1667 -0.1587 -0.0268
H -2.43918 3.29494 -0.39881 0.1719 0.0016 -0.1378
H 1.42162 1.95414 -0.57571 0.1546 0.2714 0.0071
H 3.22472 3.62494 -0.30691 0.0430 -0.0123 0.0032
H 3.05032 5.35884 1.44569 0.0477 0.0114 0.0209
H 1.07982 5.40374 2.93689 0.0091 0.0147 0.0398
H -0.69808 3.71354 2.67749 -0.0720 0.0450 0.1124
H -3.72888 1.06724 2.44229 -0.0548 0.0405 -0.0674
H -4.38378 -0.05426 4.51929 -0.0383 -0.0416 0.0010
H -2.69178 -1.17766 5.91809 -0.0189 0.0042 0.0858
H -0.35648 -1.76836 6.33669 -0.0280 -0.0239 0.0413
H 2.00812 -1.74296 5.64749 0.0242 -0.0087 0.0412
H 2.67692 -0.56836 3.58459 0.0962 0.0194 -0.0936
H 0.99192 0.54434 2.18829 0.0941 0.0421 0.0806
C -0.89768 1.95384 -2.90251 0.3027 0.2883 -0.8262
O -1.27348 1.19774 -1.82731 0.5155 -1.5971 1.5961
H -0.07478 1.48034 -3.44991 -0.0857 0.2665 -0.0627
H -0.56828 2.95784 -2.59381 -0.0139 0.1334 -0.1021
H -1.75258 2.05864 -3.59461 0.0289 0.1890 -0.0103
N 1.97662 -0.67486 0.07659 0.6702 0.3863 0.2084
C 3.01122 -0.44506 0.55579 -1.4251 -0.4388 -0.5499
C 4.21572 -0.24556 1.16959 0.1804 0.0354 0.0303
C 4.98352 -1.33226 1.57989 0.3951 -0.6752 0.2242
N 5.64822 -2.19906 1.95169 0.1256 -0.2356 0.0620
C 4.70812 1.02454 1.45859 0.2088 0.8053 0.1905
N 5.16572 2.04034 1.75839 0.0777 0.2264 -0.0289
F 4.18172 -1.75766 -4.00671 0.0877 0.0128 -0.1475
C 3.41002 -1.23406 -3.02361 0.2577 -0.2646 -0.0236
F 2.60422 -2.20656 -2.61521 -0.2099 -0.1239 0.0841
F 4.25622 -0.95996 -2.02321 -0.0210 0.1192 0.3229
C 2.58202 0.02624 -3.46911 0.9644 -0.1731 -0.5789
O 1.52322 0.24434 -2.76021 -1.0389 0.0438 0.8008
C 2.27002 -0.20516 -5.00171 0.1486 0.3005 -0.3372
F 1.27632 0.57094 -5.43671 -0.2367 0.1434 0.2075
F 3.32342 0.06664 -5.80991 0.1667 -0.0134 -0.0321
F 1.92112 -1.46646 -5.27201 -0.3276 -0.3669 0.1244
C 3.57202 1.24654 -3.40101 0.3271 0.1980 -0.1093
F 3.66122 1.72474 -2.16571 -0.1256 0.0006 0.4208
F 4.83412 0.97344 -3.79481 0.1788 -0.1932 -0.0919
F 3.16832 2.26524 -4.17751 -0.3704 0.1569 -0.1578
```
Forces are in eV/Å.

The value obtained for the highest occupied orbital energy (alpha / beta) is -1.778 / -3.184 eV. The multiplicity is 6. Its total charge is -2. As for the relative energy (zero: lowest compared OMol25 entry of this formula, charge and spin): 107.1 kJ/mol.

Löwdin atomic charge list, values in e, 2 entries: 0.98 -0.08